one:
# C5H15N2O

An isolated ion of composition C5H15N2O and charge +1 (the ωB97M-V functional and the def2-TZVPD basis, the Open Molecules 2025 dataset).

The geometry in XYZ format:
```
23
C5H15N2O | the Open Molecules 2025 dataset | the ωB97M-V functional and the def2-TZVPD basis
N 0.133 -2.028 -0.730
C 1.049 -0.827 -0.557
C 0.731 0.132 -1.679
O 0.863 -0.580 -2.894
C 0.803 -0.312 0.848
N -0.596 -0.456 1.286
C -1.500 0.679 0.969
C -1.071 2.039 1.541
H 0.733 -2.857 -0.673
H -0.540 -2.100 0.039
H -0.195 -2.076 -1.697
H 2.064 -1.172 -0.744
H -0.267 0.565 -1.640
H 1.475 0.928 -1.578
H 1.199 -0.011 -3.594
H 1.497 -0.602 1.613
H 1.034 0.765 0.823
H -0.509 -0.487 2.297
H -2.453 0.455 1.438
H -1.539 0.674 -0.112
H -0.019 2.117 1.815
H -1.209 2.859 0.840
H -1.684 2.294 2.388
```

**2S+1**: 1
**Structure (SMILES)**: CCNC[C@@H]([NH3+])CO
**LUMO**: -2.99 eV
**E_HOMO**: -13.61 eV
**Orbital gap**: 10.62 eV
**Net charge**: +1

***

two:
# C5H15N2O

A 2-piece molecular cluster, C5H15N2O overall (the ωB97M-V functional and the def2-TZVPD basis, the Open Molecules 2025 dataset).

The geometry in XYZ format:
```
23
C5H15N2O | the Open Molecules 2025 dataset | the ωB97M-V functional and the def2-TZVPD basis
O 2.022 -1.437 -2.837
C 2.799 -0.818 -2.172
C 2.283 0.242 -1.206
N 0.818 0.357 -1.505
H 3.876 -1.026 -2.205
H 2.437 -0.113 -0.190
H 2.761 1.203 -1.376
H 0.612 1.290 -1.852
H 0.587 -0.381 -2.183
H 0.270 0.248 -0.641
C -1.001 1.327 1.039
N -1.865 0.198 1.250
C -1.824 -0.763 0.168
C -1.566 -0.434 2.523
H -1.210 1.837 0.092
H 0.094 1.115 1.085
H -1.149 2.091 1.802
H -2.543 -1.556 0.358
H -2.061 -0.293 -0.792
H -0.825 -1.238 0.035
H -2.235 -1.279 2.691
H -1.730 0.282 3.326
H -0.547 -0.852 2.592
```

**2S+1**: 1
**LUMO**: -3.59 eV
**E_HOMO**: -12.28 eV
**Orbital gap**: 8.69 eV
**Net charge**: +1

***

Energies relative to the most stable structure, in hartree: one 0.0000; two 0.0333.

***

one:
# C5H15N2O

C5H15N2O as an isolated structure (the ωB97M-V functional and the def2-TZVPD basis, the Open Molecules 2025 dataset).

The geometry in XYZ format:
```
23
C5H15N2O | the Open Molecules 2025 dataset | the ωB97M-V functional and the def2-TZVPD basis
C 1.192 1.931 -0.131
C 0.278 -0.721 -2.697
C -1.468 -1.138 2.567
C -0.875 0.221 0.458
C 0.713 0.530 -0.548
N 0.331 0.484 -1.865
N -0.441 -0.465 1.772
O 1.481 -0.621 -0.219
H 0.262 2.660 -0.260
H 1.655 1.869 0.911
H 1.867 2.288 -0.917
H -0.700 -0.724 -3.296
H 1.031 -0.720 -3.389
H 0.193 -1.539 -2.027
H -1.941 -2.033 1.996
H -1.040 -1.760 3.458
H -2.147 -0.405 3.003
H -1.648 -0.411 -0.122
H -1.384 1.096 0.731
H 0.170 1.302 -2.341
H 0.126 0.269 2.410
H 0.309 -1.159 1.343
H 2.038 -0.954 -0.836
```

**2S+1**: 1
**LUMO**: -3.03 eV
**E_HOMO**: -12.36 eV
**Orbital gap**: 9.32 eV
**Net charge**: +1

***

two:
# C5H15N2O

An isolated ion of composition C5H15N2O and charge +1 (the ωB97M-V functional and the def2-TZVPD basis, the Open Molecules 2025 dataset).

The geometry in XYZ format:
```
23
C5H15N2O | the Open Molecules 2025 dataset | the ωB97M-V functional and the def2-TZVPD basis
N -1.633 0.755 -0.265
C -0.312 0.372 0.325
C -0.477 -0.765 1.358
C 0.258 -0.422 2.665
O 1.621 -0.826 2.467
C 0.623 0.002 -0.863
N -0.118 -0.125 -2.122
C 0.277 0.796 -3.223
H -1.454 0.786 -1.293
H -2.002 1.631 0.100
H -2.288 -0.014 -0.136
H 0.164 1.216 0.815
H -1.469 -1.156 1.580
H 0.112 -1.593 0.996
H -0.104 -0.903 3.573
H 0.232 0.655 2.867
H 2.251 -0.250 2.929
H 1.343 0.804 -1.016
H 1.237 -0.867 -0.633
H -0.170 -1.082 -2.435
H 1.162 1.389 -2.999
H 0.478 0.216 -4.112
H -0.541 1.481 -3.417
```

**2S+1**: 1
**Structure (SMILES)**: CNC[C@@H]([NH3+])CCO
**LUMO**: -3.16 eV
**E_HOMO**: -13.69 eV
**Orbital gap**: 10.53 eV
**Net charge**: +1

***

Energies relative to the most stable structure, in hartree: one 0.0655; two 0.0000.

***

one:
# C2H2N2OS

One molecule with the formula C2H2N2OS (the ωB97M-V functional and the def2-TZVPD basis, the Open Molecules 2025 dataset).

The geometry in XYZ format:
```
8
C2H2N2OS | the Open Molecules 2025 dataset | the ωB97M-V functional and the def2-TZVPD basis
C 0.903 -0.935 -0.358
C -0.853 0.940 0.287
H 1.767 -1.565 -0.520
H -1.316 1.903 0.225
N 0.477 -0.234 -1.298
N -0.480 0.498 1.392
O -0.744 0.494 -0.981
S 0.247 -1.102 1.253
```

**2S+1**: 1
**Structure (SMILES)**: C1=NOC=NS1
**LUMO**: 0.36 eV
**E_HOMO**: -9.23 eV
**Orbital gap**: 9.59 eV
**Net charge**: 0

***

two:
# C2H2N2OS

One molecule with the formula C2H2N2OS (the ωB97M-V functional and the def2-TZVPD basis, the Open Molecules 2025 dataset).

The geometry in XYZ format:
```
8
C2H2N2OS | the Open Molecules 2025 dataset | the ωB97M-V functional and the def2-TZVPD basis
C 1.145 -1.200 0.058
C -0.384 1.203 0.032
N 0.063 -1.736 0.011
N -1.306 0.368 0.097
O -2.501 0.152 -0.034
S 1.252 0.622 -0.011
H 2.070 -1.708 0.172
H -0.339 2.299 -0.324
```

**2S+1**: 1
**LUMO (spin up / spin down)**: -2.23 / -2.23 eV
**E_HOMO (spin up / spin down)**: -8.57 / -8.57 eV
**Orbital gap (spin up / spin down)**: 6.34 / 6.34 eV
**Net charge**: 0

***

Energies relative to the most stable structure, in hartree: one 0.0000; two 0.1233.